# 1
{
  "formula": "C3H8N2",
  "method": "ωB97M-V/def2-TZVPD",
  "gap_ha": 0.38424,
  "e_homo_ev": -9.27,
  "e_above_lowest_kcal_mol": 53.4,
  "energy_ha": -228.56348,
  "species": ["N", "C", "C", "C", "N", "H", "H", "H", "H", "H", "H", "H", "H"],
  "coordinates": [[1.4485, -0.9922, -1.1562], [0.2953, -0.0641, -1.0481], [0.0663, 0.3669, 0.3727], [-0.9095, -0.2561, 1.3014], [-1.1949, 1.0289, 0.7000], [1.5991, -1.2824, -2.0956], [2.3339, -0.5769, -0.8664], [0.3628, 0.8397, -1.7139], [-0.5640, -0.6798, -1.4540], [1.0040, 0.7489, 0.8424], [-1.5028, -1.1429, 0.9730], [-0.6623, -0.2404, 2.3718], [-1.0577, 1.7970, 1.3802]],
  "nbo_charge": [-0.84, -0.22, -0.10, -0.25, -0.59, 0.36, 0.35, 0.17, 0.20, 0.18, 0.20, 0.19, 0.35]
}

=====

# 2
{
  "formula": "C2H2ClP",
  "method": "ωB97M-V/def2-TZVPD",
  "gap_ha": [0.25357, 0.24918],
  "e_homo_ev": [-8.54, -8.44],
  "e_above_lowest_kcal_mol": 81.3,
  "energy_ha": -878.77925,
  "species": ["C", "C", "P", "Cl", "H", "H"],
  "coordinates": [[-0.3280, 0.4680, 0.1939], [0.6454, -0.4498, -0.1389], [-1.3541, 1.7952, 1.4153], [0.6146, -1.3182, -1.4886], [-1.0932, 0.2387, -0.4801], [1.5153, -0.7339, 0.4985]],
  "nbo_charge": [-0.55, -0.28, 0.35, 0.08, 0.19, 0.21]
}

=====

# 3
{
  "formula": "C2AgFO",
  "method": "ωB97M-V/def2-TZVPD",
  "gap_ha": [0.22899, 0.20811],
  "e_homo_ev": [-8.50, -7.84],
  "e_above_lowest_kcal_mol": 35.6,
  "energy_ha": -398.00221,
  "species": ["C", "C", "O", "F", "Ag"],
  "coordinates": [[-1.0602, 0.1598, -1.1656], [-0.0653, -0.3698, -0.2750], [-0.2857, 1.0058, -0.1283], [1.1169, -0.6020, -0.9839], [0.2943, -0.1939, 2.5528]],
  "nbo_charge": [0.30, 0.07, -0.55, -0.39, 0.57]
}

=====

# 4
{
  "formula": "C7H41NO12",
  "method": "ωB97M-V/def2-TZVPD",
  "gap_ha": [0.09581, 0.32412],
  "charge": -1,
  "e_homo_ev": [-0.10, -6.35],
  "e_above_lowest_kcal_mol": 0.0,
  "spin_multiplicity": 2,
  "energy_ha": -1248.94179,
  "species": ["C", "N", "C", "C", "C", "C", "C", "C", "H", "H", "H", "H", "H", "H", "H", "H", "H", "H", "H", "H", "H", "H", "H", "H", "H", "H", "H", "O", "H", "H", "O", "H", "H", "O", "H", "H", "O", "H", "H", "O", "H", "H", "O", "H", "H", "O", "H", "H", "O", "H", "H", "O", "H", "H", "O", "H", "H", "O", "H", "H", "O"],
  "coordinates": [[1.2439, -0.4996, 0.1881], [0.1824, 0.4676, -0.0664], [-1.1461, -0.1217, -0.3646], [-2.0838, 1.0947, -0.5557], [-1.7067, 1.8357, -1.8212], [-2.8722, 2.8090, -2.2461], [-1.6587, -1.1524, 0.6209], [2.5925, 0.2173, 0.3163], [1.2519, -1.1262, -0.7079], [1.1667, -1.1525, 1.0610], [0.1112, 1.0927, 0.7666], [-1.0307, -0.6463, -1.3091], [-3.1280, 0.8151, -0.4526], [-2.0718, 1.6245, 0.3960], [-0.8083, 2.4441, -1.7518], [-1.6042, 1.1551, -2.6675], [-3.0322, 2.6513, -3.3130], [-3.7417, 2.6566, -1.6273], [-2.6591, 3.8571, -2.0653], [-0.9476, -1.9844, 0.5823], [-2.5667, -1.6875, 0.3349], [-1.5963, -0.8401, 1.6477], [3.1741, 0.1709, 1.2327], [3.3743, -0.2434, -0.2973], [2.5151, 1.2610, 0.0345], [-4.0758, 0.9766, 2.8257], [-2.6337, 1.5088, 3.0354], [-3.5653, 1.7873, 2.9831], [0.8458, 4.8487, -0.4647], [1.0040, 3.2634, -0.4483], [0.6090, 4.0340, -0.0102], [-0.1440, -2.2461, 2.5580], [0.8765, -1.4997, 3.4195], [-0.0545, -1.6558, 3.3475], [1.9454, -3.3958, -1.2623], [0.4971, -3.6563, -1.2933], [1.2929, -4.0032, -0.8425], [0.5406, 3.1733, 1.6638], [-0.1598, 2.0655, 2.6769], [0.6685, 2.4444, 2.3049], [2.7946, -1.3803, -2.4855], [3.7282, -2.4838, -2.1712], [2.8186, -2.3572, -2.4345], [0.5855, -0.5614, -3.5813], [1.2334, -1.8120, -4.0382], [0.3715, -1.3633, -4.1007], [-1.7300, -2.9750, -2.8416], [-0.4595, -2.1156, -2.8190], [-1.0035, -2.6925, -2.2374], [-1.0052, 0.9073, 4.5662], [-0.7386, -0.0486, 3.3517], [-1.1187, 0.8393, 3.6075], [1.8384, 0.9722, 4.2292], [1.9904, 1.1141, 2.7543], [2.1972, 0.5003, 3.4875], [2.5466, 1.2263, -3.0090], [1.5901, 0.7372, -1.9241], [2.0366, 0.4226, -2.7401], [0.0038, -4.0363, 0.9300], [1.2771, -3.5377, 1.3014], [0.4386, -3.6988, 1.7264]],
  "mulliken_spin": [-0.28, -0.19, 0.02, 0.01, 0.02, -0.02, 0.02, 0.32, 0.26, 0.05, -0.05, 0.07, -0.01, -0.01, 0.25, -0.09, -0.01, 0.00, 0.01, -0.01, 0.00, 0.00, -0.10, -0.01, 0.35, 0.00, 0.00, 0.00, 0.05, 0.08, -0.05, 0.00, 0.00, 0.00, 0.07, 0.01, 0.04, 0.04, -0.01, 0.09, 0.29, 0.18, -0.10, 0.35, -0.05, 0.17, 0.01, 0.05, 0.01, 0.00, 0.00, 0.00, -0.01, 0.00, 0.01, 1.01, 0.37, -2.23, 0.00, 0.00, 0.01]
}

=====

# 5
{
  "formula": "C31H22ClIN8O3S2SbSe4Y",
  "method": "ωB97M-V/def2-TZVPD",
  "gap_ha": 0.15661,
  "charge": -2,
  "e_homo_ev": -0.84,
  "e_above_lowest_kcal_mol": 35.8,
  "energy_ha": -13297.19637,
  "species": ["Y", "Cl", "C", "C", "C", "I", "C", "O", "C", "N", "C", "C", "C", "C", "H", "H", "H", "H", "Se", "Sb", "Se", "Se", "Se", "N", "C", "C", "C", "C", "C", "C", "S", "N", "C", "C", "C", "C", "C", "C", "N", "H", "H", "H", "H", "H", "H", "H", "H", "H", "N", "C", "C", "C", "C", "C", "C", "S", "O", "O", "N", "C", "N", "C", "C", "C", "N", "H", "H", "H", "H", "H", "H", "H", "H", "H"],
  "coordinates": [[0.0866, -0.1936, -0.2388], [-6.8346, -2.4081, -0.6813], [-5.3493, -1.5135, -0.4007], [-5.4112, -0.1652, -0.1974], [-4.2515, 0.5790, 0.0485], [-4.3485, 2.6327, 0.2569], [-2.9777, -0.0075, 0.1174], [-1.9363, 0.6333, 0.4155], [-2.9281, -1.4555, -0.1770], [-1.6888, -2.0310, -0.2311], [-1.5894, -3.2993, -0.5420], [-2.7079, -4.1147, -0.7738], [-3.9569, -3.5693, -0.7068], [-4.1070, -2.1950, -0.4215], [-6.3700, 0.3349, -0.2339], [-0.5875, -3.7036, -0.6172], [-2.5639, -5.1610, -1.0084], [-4.8389, -4.1711, -0.8809], [3.2937, 4.1208, 2.7981], [3.3345, 1.6470, 3.1933], [0.3121, 0.3496, 2.3383], [2.1361, 0.6119, 0.9101], [5.8084, 1.1191, 3.4382], [-0.6255, 1.6218, -4.2299], [-0.7474, 0.5752, -5.1698], [-0.4458, 0.8202, -6.4980], [-0.6139, -0.1729, -7.4546], [-1.0713, -1.4236, -7.0775], [-1.3474, -1.6793, -5.7404], [-1.1964, -0.6854, -4.7885], [-1.5764, -1.0181, -3.1040], [-0.9618, 0.3649, -2.3039], [-0.5707, 1.4371, -2.8719], [-0.0746, 2.5830, -2.0058], [0.3471, 3.7830, -2.5394], [0.8374, 4.7608, -1.6712], [0.8756, 4.5096, -0.3179], [0.4114, 3.2745, 0.1358], [-0.0340, 2.3390, -0.6855], [-0.1292, 2.4252, -4.5710], [-0.0795, 1.7996, -6.7851], [-0.3791, 0.0368, -8.4899], [-1.2052, -2.2048, -7.8142], [-1.6886, -2.6591, -5.4281], [0.3194, 3.9892, -3.6013], [1.1959, 5.7018, -2.0696], [1.2921, 5.2003, 0.4025], [0.4262, 3.0257, 1.1919], [7.4850, -0.6966, 0.6077], [6.3902, -0.7352, -0.2313], [5.6307, 0.4254, -0.4231], [4.4779, 0.3775, -1.1696], [4.0560, -0.8245, -1.7582], [4.8801, -1.9439, -1.6828], [6.0438, -1.8930, -0.9392], [2.4020, -0.9258, -2.2735], [2.2997, -1.5336, -3.5814], [1.8526, 0.4453, -2.1734], [1.4959, -1.7325, -1.1859], [1.8604, -2.6153, -0.1965], [2.8802, -3.4538, -0.3492], [3.2026, -4.1821, 0.7191], [2.5158, -4.1235, 1.9131], [1.4208, -3.2643, 1.9457], [1.0603, -2.5288, 0.9173], [7.3642, -0.0084, 1.3521], [7.7571, -1.5944, 0.9728], [5.9201, 1.3367, 0.0859], [3.8684, 1.2636, -1.2784], [4.6084, -2.8430, -2.2121], [6.6656, -2.7779, -0.8535], [4.0603, -4.8389, 0.5992], [2.8137, -4.6965, 2.7784], [0.8089, -3.1503, 2.8355]],
  "mulliken_charge": [-0.04, -0.33, 0.62, -0.51, -0.50, -0.02, 0.94, -0.29, -0.03, 0.09, -0.17, -1.19, -0.74, 0.02, 0.39, 0.50, 0.43, 0.39, -0.80, 0.32, -0.62, 0.00, -0.81, -0.09, -0.34, -0.81, -0.53, -0.73, -0.64, 1.06, 0.01, -0.04, 0.63, 0.83, -0.97, -0.71, -1.08, -0.31, 0.58, 0.06, 0.37, 0.37, 0.36, 0.42, 0.41, 0.40, 0.44, 0.68, -0.62, 0.73, -0.38, -0.89, -0.15, -0.49, -0.71, 1.00, -0.83, -0.40, 0.09, 0.73, -0.54, -0.32, -0.73, -0.25, 0.21, 0.15, 0.22, 0.56, 0.65, 0.38, 0.29, 0.40, 0.37, 0.44]
}

=====

# 6
{
  "formula": "C26H47Br2ClF2N4O6PS",
  "method": "ωB97M-V/def2-TZVPD",
  "gap_ha": 0.12751,
  "charge": 1,
  "e_homo_ev": -9.13,
  "e_above_lowest_kcal_mol": 0.0,
  "energy_ha": -8236.29598,
  "species": ["C", "C", "O", "C", "C", "C", "S", "O", "O", "F", "C", "F", "C", "C", "Cl", "C", "C", "N", "C", "Br", "C", "C", "Br", "C", "C", "C", "C", "C", "O", "O", "C", "C", "H", "H", "H", "H", "H", "H", "H", "H", "H", "H", "H", "H", "H", "H", "H", "H", "H", "H", "H", "H", "H", "H", "H", "H", "H", "H", "H", "H", "H", "O", "P", "N", "C", "C", "N", "C", "C", "N", "C", "C", "H", "H", "H", "H", "H", "H", "H", "H", "H", "H", "H", "H", "H", "H", "H", "H", "H", "H"],
  "coordinates": [[5.6576, -1.1983, -1.6046], [4.2223, -0.5621, -1.8781], [3.1918, -1.5717, -1.8437], [2.3655, -1.4941, -0.6909], [3.1704, -1.4175, 0.6697], [3.9696, -2.5945, 1.0366], [4.1953, -4.1246, 0.0899], [3.3148, -4.2807, -1.0393], [5.5769, -4.3481, -0.2909], [3.8274, -5.3214, 1.1576], [4.6889, -2.5041, 2.3279], [5.4547, -3.5689, 2.6874], [4.6044, -1.2970, 3.1728], [5.4510, -1.3779, 4.4774], [7.2143, -1.4952, 3.9439], [5.0153, -2.6187, 5.4242], [6.2755, -3.5129, 5.8115], [3.8308, -0.1986, 2.7874], [3.7469, 0.9867, 3.6842], [2.8922, 0.5098, 5.4257], [5.1968, 1.7192, 3.8503], [5.1770, 3.1059, 3.0756], [5.3193, 2.2218, 5.7825], [3.1479, -0.2290, 1.5682], [2.2999, 0.9744, 1.0350], [0.7587, 0.8887, 1.4419], [-0.0470, 1.5659, 0.2418], [-1.5183, 1.9382, 0.6231], [-1.7679, 2.9260, 1.2606], [-2.5295, 1.0475, 0.2208], [-2.7713, 0.2161, 1.4221], [-4.2516, 0.5559, 1.9035], [5.8143, -2.1129, -2.2388], [5.8642, -1.3644, -0.5173], [6.4039, -0.4316, -1.9736], [4.0200, 0.3409, -1.2445], [4.2712, -0.2064, -2.9504], [1.5776, -0.7053, -0.7956], [1.8065, -2.4767, -0.6408], [5.4172, -0.4793, 5.1339], [4.6376, -2.2125, 6.4054], [4.2388, -3.2104, 4.8743], [7.0570, -2.9146, 6.3468], [6.6823, -4.0689, 4.9234], [5.9450, -4.3103, 6.5424], [3.0805, 1.7882, 3.2922], [6.0412, 1.0488, 3.5498], [5.2184, 2.9836, 1.9628], [4.2678, 3.6705, 3.4286], [6.0548, 3.6874, 3.4813], [2.3190, 1.0403, -0.0906], [2.7078, 1.9728, 1.3726], [0.5993, 1.5829, 2.3181], [0.3956, -0.1521, 1.6279], [0.4710, 2.5152, -0.0867], [-0.0332, 0.8961, -0.6688], [-1.9945, 0.4527, 2.1947], [-2.7132, -0.8749, 1.1529], [-4.2057, 1.1537, 2.8516], [-4.7884, 1.0959, 1.0863], [-4.7582, -0.4388, 2.0738], [-5.6506, 0.2576, -1.5672], [-6.0793, 1.0883, -2.7815], [-7.1967, -0.0724, -3.3406], [-7.1587, -0.9974, -4.4460], [-8.4565, -0.1414, -2.6161], [-4.4819, 1.0771, -3.4583], [-4.0528, 0.4883, -4.7145], [-3.3895, 0.9256, -2.4926], [-6.5927, 2.1645, -4.0590], [-7.0077, 1.8947, -5.4193], [-6.0457, 3.5182, -3.9044], [-8.0033, -0.8291, -5.1273], [-7.2173, -2.0356, -4.0891], [-6.2607, -0.9310, -5.0496], [-9.1360, 0.6546, -2.9471], [-8.2983, -0.0256, -1.5400], [-8.9595, -1.1003, -2.7530], [-4.3066, -0.5718, -4.7967], [-2.9669, 0.5380, -4.8282], [-4.4200, 1.0468, -5.5766], [-3.2323, -0.1297, -2.2283], [-3.5860, 1.4822, -1.5846], [-2.4478, 1.3234, -2.8896], [-6.3966, 1.1604, -5.9407], [-6.9777, 2.7983, -6.0330], [-8.0477, 1.5542, -5.4479], [-5.0393, 3.5965, -4.3330], [-5.9831, 3.7863, -2.8469], [-6.6860, 4.2684, -4.3750]],
  "mulliken_charge": [-0.99, 0.06, -0.37, -0.91, 0.18, 0.14, 1.41, -0.58, -0.55, -0.26, -0.02, -0.34, 0.52, 0.31, -0.08, -0.29, -1.23, 0.26, -1.29, 0.08, 0.26, -1.25, -0.02, 0.78, -1.59, -0.21, -0.41, 0.05, -0.52, -0.25, -0.21, -0.99, 0.26, 0.18, 0.44, -0.03, 0.44, -0.31, 0.62, 0.01, 0.35, 0.29, 0.36, 0.27, 0.40, 0.51, 0.38, 0.30, 0.40, 0.44, 0.50, 0.60, 0.42, 0.37, 0.43, 0.29, 0.27, 0.31, 0.32, 0.15, 0.33, -0.79, 0.83, 0.28, -1.06, -1.15, 0.27, -1.09, -1.21, -0.09, -0.99, -1.11, 0.40, 0.30, 0.30, 0.29, 0.28, 0.42, 0.32, 0.39, 0.23, 0.33, 0.32, 0.48, 0.35, 0.38, 0.25, 0.34, 0.32, 0.43]
}